{
  "formula": "C3H3CrLiO3",
  "method": "ωB97M-V/def2-TZVPD",
  "elements": ["H", "C", "C", "O", "C", "O", "O", "Cr", "H", "H", "Li"],
  "coordinates": [[-3.148, 2.608, -2.771], [-2.033, 2.267, -0.775], [-1.666, 0.836, -0.719], [-0.232, 0.828, -0.892], [0.178, 2.041, -0.920], [-0.887, 2.915, -0.806], [1.311, 2.458, -0.946], [3.099, 2.081, -1.025], [-2.143, 0.273, -1.537], [-1.924, 0.362, 0.241], [-3.895, 3.343, -0.241]],
  "s2": 6.26,
  "de_lowest_kj_mol": 308.3,
  "homo_lumo_gap_ev": [8.9, 7.4],
  "total_charge": 4,
  "spin_multiplicity": 5
}

{
  "formula": "C6H7NS",
  "method": "ωB97M-V/def2-TZVPD",
  "elements": ["C", "C", "C", "C", "C", "C", "N", "S", "H", "H", "H", "H", "H", "H", "H"],
  "coordinates": [[0.176, 1.657, 1.827], [0.119, -0.812, 1.520], [1.093, 1.894, -0.843], [0.521, 0.486, -0.977], [-0.437, -0.456, -0.070], [-0.628, -1.788, -0.716], [0.328, 0.399, 1.832], [1.215, 2.636, 0.639], [-0.555, 2.293, 2.190], [0.052, 0.203, -1.936], [1.369, -0.139, -0.847], [-1.251, 0.164, 0.080], [0.224, -2.246, -1.022], [-1.216, -1.699, -1.517], [-1.008, -2.592, -0.160]],
  "de_lowest_kj_mol": 712.6,
  "homo_lumo_gap_ev": 8.2,
  "total_charge": 0
}

{
  "formula": "C4H12O4Tl",
  "method": "ωB97M-V/def2-TZVPD",
  "elements": ["Tl", "C", "C", "O", "O", "H", "H", "H", "H", "H", "H", "C", "C", "O", "O", "H", "H", "H", "H", "H", "H"],
  "coordinates": [[-0.120, -0.066, -1.373], [-0.155, -1.766, 0.888], [-1.278, -2.337, -0.007], [-1.577, -1.485, -1.137], [0.864, -1.155, 0.065], [0.236, -2.585, 1.491], [-0.640, -0.983, 1.471], [-2.185, -2.381, 0.595], [-1.179, -3.347, -0.404], [-2.305, -1.750, -1.705], [1.710, -1.554, 0.278], [0.435, 2.625, -0.402], [1.024, 1.666, 0.651], [1.553, 0.458, 0.017], [-0.534, 1.990, -1.218], [1.236, 2.961, -1.062], [-0.115, 3.490, -0.032], [0.231, 1.518, 1.384], [1.881, 2.072, 1.189], [2.183, 0.020, 0.594], [-1.265, 2.610, -1.281]],
  "de_lowest_kj_mol": 359.4,
  "homo_lumo_gap_ev": 5.9,
  "total_charge": 3
}

{
  "formula": "C66H65Cl5N4O2P2S6Tl",
  "method": "ωB97M-V/def2-TZVPD",
  "elements": ["Tl", "C", "C", "S", "C", "C", "S", "C", "C", "S", "H", "H", "H", "H", "H", "H", "H", "H", "H", "H", "H", "H", "C", "P", "C", "C", "C", "C", "C", "C", "C", "P", "C", "C", "H", "H", "H", "H", "H", "H", "H", "H", "H", "H", "H", "H", "H", "H", "H", "H", "C", "C", "O", "C", "C", "C", "C", "C", "C", "O", "H", "H", "H", "H", "H", "H", "H", "N", "S", "N", "S", "N", "S", "N", "C", "C", "C", "C", "C", "C", "C", "C", "C", "C", "C", "C", "C", "C", "C", "C", "C", "C", "C", "C", "C", "C", "C", "C", "C", "C", "C", "C", "C", "C", "C", "C", "C", "C", "C", "C", "H", "H", "H", "H", "H", "H", "H", "H", "H", "H", "H", "H", "H", "H", "H", "H", "H", "H", "H", "H", "H", "H", "H", "H", "H", "H", "H", "H", "H", "H", "Cl", "C", "C", "C", "Cl", "C", "Cl", "C", "Cl", "C", "Cl"],
  "coordinates": [[0.861, -0.411, 1.791], [-1.729, -3.247, 4.641], [-2.964, -2.623, 3.987], [-2.509, -1.527, 2.612], [-3.508, -0.056, 2.960], [-3.187, 0.683, 4.258], [-1.416, 1.088, 4.363], [-0.949, 0.451, 5.995], [-1.187, -1.035, 6.249], [-0.367, -2.118, 5.040], [-2.020, -3.805, 5.534], [-1.260, -3.942, 3.941], [-3.591, -3.425, 3.590], [-3.561, -2.052, 4.699], [-3.263, 0.597, 2.119], [-4.569, -0.314, 2.918], [-3.746, 1.622, 4.265], [-3.477, 0.110, 5.139], [0.119, 0.671, 6.050], [-1.464, 1.037, 6.760], [-0.796, -1.281, 7.238], [-2.253, -1.265, 6.245], [-0.899, -4.564, 0.743], [0.606, -3.927, 1.618], [1.090, -5.534, 2.413], [1.840, -3.862, 0.248], [1.603, -4.372, -1.027], [2.535, -4.210, -2.039], [3.717, -3.524, -1.794], [3.981, -3.038, -0.524], [3.064, -3.207, 0.508], [3.376, -2.716, 2.258], [4.710, -3.949, 2.635], [4.450, -1.231, 2.069], [-1.235, -3.794, 0.047], [-1.680, -4.708, 1.494], [-0.738, -5.514, 0.225], [1.383, -6.271, 1.663], [0.232, -5.913, 2.973], [1.910, -5.373, 3.113], [0.677, -4.890, -1.244], [2.335, -4.608, -3.028], [4.430, -3.363, -2.595], [4.906, -2.502, -0.344], [5.500, -3.909, 1.882], [4.302, -4.960, 2.668], [5.128, -3.713, 3.616], [5.417, -1.472, 1.621], [4.605, -0.790, 3.055], [3.927, -0.508, 1.444], [4.474, 3.383, 1.015], [3.662, 2.170, 0.573], [2.638, 1.920, 1.192], [4.085, 1.430, -0.609], [5.206, 1.854, -1.349], [5.504, 1.362, -2.596], [4.639, 0.401, -3.161], [3.575, -0.087, -2.455], [3.275, 0.341, -1.107], [2.368, -0.248, -0.461], [3.958, 3.846, 1.854], [4.573, 4.106, 0.204], [5.472, 3.078, 1.339], [5.857, 2.612, -0.928], [6.373, 1.708, -3.141], [4.827, 0.042, -4.169], [2.926, -0.853, -2.867], [-1.127, 1.016, 0.620], [-1.333, 2.262, -0.077], [-2.424, 2.254, -1.423], [-2.012, 1.536, -2.726], [-1.025, 0.376, -2.795], [-1.122, -1.165, -2.044], [-0.521, -1.484, -0.775], [-2.908, -1.458, -2.124], [-3.575, -1.023, -0.990], [-4.927, -1.297, -0.846], [-5.596, -2.024, -1.820], [-4.922, -2.450, -2.957], [-3.576, -2.157, -3.122], [-0.469, -2.124, -3.422], [0.396, -1.587, -4.362], [0.969, -2.415, -5.318], [0.677, -3.771, -5.329], [-0.162, -4.310, -4.361], [-0.721, -3.490, -3.394], [-3.565, 1.197, -3.540], [-3.501, 0.623, -4.802], [-4.677, 0.325, -5.465], [-5.901, 0.591, -4.861], [-5.949, 1.171, -3.602], [-4.774, 1.482, -2.932], [-1.382, 2.718, -3.924], [-1.981, 3.971, -3.948], [-1.521, 4.922, -4.842], [-0.470, 4.621, -5.699], [0.117, 3.366, -5.668], [-0.337, 2.406, -4.775], [0.042, 3.157, -0.809], [1.082, 2.395, -1.312], [2.119, 3.034, -1.976], [2.111, 4.414, -2.110], [1.061, 5.167, -1.595], [0.009, 4.539, -0.950], [-2.150, 3.511, 0.907], [-3.499, 3.801, 0.787], [-4.099, 4.605, 1.747], [-3.351, 5.102, 2.807], [-2.000, 4.796, 2.918], [-1.393, 3.991, 1.970], [-3.004, -0.501, -0.229], [-5.448, -0.964, 0.040], [-6.645, -2.261, -1.696], [-5.440, -3.023, -3.716], [-3.063, -2.468, -4.021], [0.631, -0.535, -4.323], [1.658, -2.003, -6.044], [1.119, -4.415, -6.079], [-0.362, -5.374, -4.344], [-1.348, -3.899, -2.610], [-2.535, 0.410, -5.248], [-4.643, -0.128, -6.447], [-6.819, 0.341, -5.376], [-6.904, 1.377, -3.138], [-4.772, 1.925, -1.946], [-2.792, 4.185, -3.263], [-1.975, 5.905, -4.864], [-0.103, 5.371, -6.388], [0.942, 3.135, -6.330], [0.117, 1.429, -4.723], [1.075, 1.317, -1.166], [2.948, 2.451, -2.361], [2.931, 4.910, -2.615], [1.063, 6.246, -1.695], [-0.822, 5.116, -0.566], [-4.060, 3.402, -0.047], [-5.155, 4.835, 1.675], [-3.827, 5.719, 3.559], [-1.423, 5.164, 3.756], [-0.347, 3.713, 2.054], [1.742, 2.195, 4.193], [2.669, 1.178, 5.303], [2.534, -0.187, 5.209], [3.309, -0.908, 6.091], [3.169, -2.669, 6.103], [4.217, -0.335, 6.983], [5.251, -1.302, 7.997], [4.303, 1.055, 7.054], [5.395, 1.812, 8.166], [3.499, 1.827, 6.219], [3.559, 3.563, 6.347]],
  "homo_lumo_gap_ev": 5.7,
  "total_charge": -1
}

{
  "formula": "C4H4IN",
  "method": "ωB97M-V/def2-TZVPD",
  "elements": ["C", "C", "C", "C", "N", "I", "H", "H", "H", "H"],
  "coordinates": [[-0.581, 2.223, 2.093], [0.143, -0.039, -0.287], [-0.671, -0.175, 0.692], [0.601, -1.053, -1.328], [0.109, 3.042, 2.516], [-1.762, -1.409, 1.857], [0.341, 1.011, -0.559], [0.103, -2.023, -1.186], [0.159, -0.462, -2.160], [1.558, -1.114, -1.638]],
  "de_lowest_kj_mol": 570.5,
  "homo_lumo_gap_ev": [6.9, 6.8],
  "total_charge": 0
}

{
  "formula": "C5H16MnO11S2",
  "method": "ωB97M-V/def2-TZVPD",
  "elements": ["Mn", "S", "O", "O", "O", "O", "S", "O", "O", "O", "O", "C", "O", "H", "H", "H", "H", "C", "O", "H", "H", "H", "H", "C", "C", "C", "O", "H", "H", "H", "H", "H", "H", "H", "H"],
  "coordinates": [[-20.774, -12.406, 14.376], [-19.820, -14.428, 12.972], [-18.530, -15.064, 13.089], [-20.454, -14.344, 14.299], [-19.789, -13.021, 12.706], [-20.691, -15.099, 12.042], [-23.588, -12.645, 12.503], [-23.094, -13.370, 11.338], [-22.532, -12.427, 13.484], [-24.276, -11.418, 12.233], [-24.669, -13.420, 13.069], [-18.311, -10.919, 16.193], [-18.688, -11.887, 15.272], [-18.787, -9.972, 15.942], [-18.540, -11.233, 17.211], [-17.226, -10.814, 16.157], [-17.888, -12.276, 14.912], [-19.910, -9.791, 12.911], [-20.775, -10.283, 13.931], [-20.099, -10.391, 12.021], [-20.127, -8.745, 12.691], [-18.896, -9.830, 13.309], [-21.636, -9.884, 13.787], [-23.591, -11.222, 17.237], [-22.217, -10.804, 16.760], [-21.344, -10.102, 17.873], [-21.572, -11.901, 16.261], [-24.161, -11.785, 16.499], [-24.256, -10.373, 17.395], [-23.385, -11.849, 18.104], [-22.331, -10.032, 15.999], [-21.219, -10.818, 18.685], [-21.785, -9.257, 18.401], [-20.316, -9.911, 17.563], [-21.641, -12.546, 16.969]],
  "s2": 12.01,
  "homo_lumo_gap_ev": [6.1, 5.1],
  "total_charge": -1,
  "spin_multiplicity": 7
}

{
  "formula": "C5H10O",
  "method": "ωB97M-V/def2-TZVPD",
  "elements": ["C", "C", "C", "C", "C", "O", "H", "H", "H", "H", "H", "H", "H", "H", "H", "H"],
  "coordinates": [[2.096, 0.053, -0.120], [0.685, 0.613, -0.613], [-0.919, -0.080, -0.368], [-2.146, 0.365, 0.496], [-0.191, -1.095, 0.372], [-0.017, -1.016, 1.571], [2.867, 0.790, -0.403], [2.186, -0.089, 0.961], [2.423, -0.888, -0.586], [0.769, 0.614, -1.698], [0.628, 1.620, -0.215], [-1.267, -0.342, -1.374], [-1.882, 1.069, 1.278], [-3.016, 0.748, -0.058], [-2.513, -0.527, 1.037], [0.296, -1.836, -0.279]],
  "de_lowest_kj_mol": 209.6,
  "homo_lumo_gap_ev": 10.3,
  "total_charge": 0,
  "smiles": "CC[C@H](C)C=O"
}

{
  "formula": "C18H26N4O6S",
  "method": "ωB97M-V/def2-TZVPD",
  "elements": ["C", "N", "C", "C", "C", "N", "C", "O", "C", "C", "N", "C", "C", "O", "C", "C", "O", "S", "C", "O", "C", "C", "N", "C", "C", "O", "C", "C", "O", "H", "H", "H", "H", "H", "H", "H", "H", "H", "H", "H", "H", "H", "H", "H", "H", "H", "H", "H", "H", "H", "H", "H", "H", "H", "H"],
  "coordinates": [[1.095, -0.835, 0.096], [-0.186, -0.150, 0.059], [-1.309, -0.839, 0.671], [-1.395, -0.630, 2.179], [-2.542, -1.421, 2.790], [-2.661, -1.200, 4.238], [-1.943, -2.065, 5.063], [-0.734, -2.036, 5.133], [-2.737, -2.961, 5.930], [-4.066, -3.272, 5.888], [-4.499, -4.169, 6.818], [-3.500, -4.547, 7.568], [-3.669, -5.532, 8.712], [-4.488, -4.989, 9.709], [-5.832, -5.354, 9.385], [-5.689, -6.538, 8.421], [-4.276, -6.711, 8.272], [-1.987, -3.845, 7.195], [-0.255, 1.107, -0.467], [0.713, 1.665, -0.954], [-1.611, 1.802, -0.417], [-1.522, 3.284, -0.738], [-0.667, 4.036, 0.173], [-0.470, 3.636, 1.558], [0.826, 4.218, 2.070], [0.761, 5.629, 1.989], [0.714, 6.031, 0.635], [-0.229, 5.245, -0.266], [-0.507, 5.692, -1.366], [1.830, -0.216, -0.408], [1.415, -1.009, 1.126], [1.021, -1.799, -0.412], [-2.238, -0.534, 0.189], [-1.190, -1.905, 0.455], [-0.463, -0.936, 2.657], [-1.533, 0.430, 2.408], [-3.489, -1.129, 2.334], [-2.404, -2.488, 2.579], [-3.616, -1.084, 4.539], [-4.771, -2.876, 5.170], [-2.700, -5.777, 9.151], [-6.329, -5.617, 10.317], [-6.347, -4.515, 8.916], [-6.090, -7.468, 8.821], [-6.141, -6.324, 7.453], [-2.257, 1.344, -1.171], [-2.103, 1.632, 0.542], [-1.117, 3.429, -1.737], [-2.534, 3.702, -0.738], [-1.294, 3.987, 2.190], [-0.426, 2.549, 1.627], [0.990, 3.956, 3.114], [1.661, 3.841, 1.465], [0.408, 7.074, 0.607], [1.706, 5.951, 0.172]],
  "de_lowest_kj_mol": 85.1,
  "homo_lumo_gap_ev": 8.8,
  "total_charge": 0,
  "smiles": "CN(CCCNC(=O)c1cnc(C2OCCO2)s1)C(=O)CCN1CCOCC1=O"
}